Density functional theory data (wB97M-V/def2-TZVPD) for a cluster of 14 separate species, C17H62O14 in total at a distorted geometry.

Geometry as XYZ:
```
93
Properties=species:S:1:pos:R:3:mulliken_charge:R:1
C -1.143 0.185 0.598 -0.154
C -0.192 -0.861 0.049 0.046
O -0.467 -1.109 -1.329 -0.656
H -2.205 -0.011 0.693 -0.240
H -1.183 1.060 -0.033 0.129
H -0.710 0.529 1.520 -0.024
H -0.276 -1.834 0.511 0.170
H 0.757 -0.462 0.238 0.541
H 0.236 -1.505 -1.752 0.091
C 1.103 -2.211 -5.231 -0.966
C -0.390 -2.002 -5.065 0.000
O -1.078 -3.200 -5.212 -0.539
H 1.486 -2.910 -4.531 0.239
H 1.608 -1.261 -5.121 0.232
H 1.344 -2.496 -6.270 0.362
H -0.626 -1.269 -5.870 0.444
H -0.740 -1.565 -4.148 -0.003
H -1.469 -3.398 -6.021 0.305
C 2.619 3.793 3.405 -1.268
C 2.348 3.694 1.888 -0.140
O 1.092 2.995 1.734 0.288
H 3.350 4.546 3.690 0.386
H 2.979 2.738 3.621 0.196
H 1.739 3.882 4.048 0.285
H 3.109 3.224 1.233 0.314
H 2.301 4.718 1.597 0.375
H 1.066 2.661 0.840 -0.100
C -2.877 -3.235 -1.843 -0.931
O -2.847 -1.978 -1.263 -0.569
H -3.903 -3.546 -2.191 0.316
H -2.404 -4.021 -1.303 0.363
H -2.322 -3.363 -2.730 0.168
H -1.963 -1.814 -1.057 0.595
C -1.554 1.961 3.976 0.267
O -0.229 2.309 4.272 -0.645
H -2.183 2.202 4.825 0.430
H -1.484 0.837 3.741 -0.106
H -1.900 2.526 3.139 -0.295
H 0.330 2.216 3.493 0.229
C 0.699 1.320 -4.007 -0.434
O -0.277 2.051 -3.218 -0.652
H 0.977 0.437 -3.468 -0.105
H 1.520 1.936 -4.397 0.384
H 0.279 1.099 -4.980 0.384
H -1.069 1.440 -3.279 0.310
C -2.951 4.193 0.680 -0.351
O -4.265 3.963 1.142 -0.499
H -2.570 3.428 0.037 0.063
H -2.253 4.080 1.574 0.077
H -2.741 5.223 0.306 0.291
H -4.766 4.799 1.135 0.315
C 0.164 4.347 -0.847 -0.602
O 0.678 3.065 -1.103 -0.389
H 0.932 4.836 -0.161 0.180
H -0.659 4.158 -0.218 0.146
H -0.176 4.867 -1.790 0.308
H 0.373 2.600 -1.897 0.409
C 0.618 -3.841 -1.981 -0.312
O 1.532 -2.899 -1.590 -0.430
H -0.070 -3.959 -1.124 0.222
H 1.001 -4.880 -2.184 0.334
H -0.112 -3.445 -2.754 -0.163
H 1.791 -3.202 -0.737 0.133
C 3.353 -1.134 1.717 -0.411
O 2.819 0.175 1.729 -0.310
H 3.126 -1.713 2.581 0.330
H 4.444 -1.025 1.478 0.428
H 2.897 -1.711 0.976 -0.133
H 3.127 0.548 0.917 0.164
C -4.579 0.196 2.290 -0.442
O -5.770 -0.555 2.303 -0.583
H -3.718 -0.334 2.735 0.143
H -4.541 1.172 2.828 0.184
H -4.325 0.133 1.327 0.374
H -6.357 -0.235 1.626 0.337
C 2.328 -4.410 1.814 -0.989
O 1.300 -3.694 1.238 -0.276
H 1.983 -5.416 2.017 0.319
H 2.432 -3.980 2.739 0.424
H 3.300 -4.477 1.324 0.305
H 0.571 -3.798 1.835 0.193
C -0.244 -1.531 3.594 -0.388
O -0.266 -2.986 3.736 -0.574
H -1.217 -1.342 3.104 0.052
H 0.637 -1.051 3.103 0.145
H -0.353 -0.994 4.542 0.437
H -1.149 -3.262 3.924 0.322
C 3.155 0.300 -1.547 -0.376
O 3.230 1.618 -1.011 -0.610
H 2.222 -0.167 -1.275 -0.106
H 3.927 -0.294 -1.173 0.459
H 3.277 0.228 -2.652 0.362
H 2.415 2.101 -1.099 0.463
```

Output
DFT total energy = -1737.9135 a.u.
orbital gap = 10.00 eV

***

Density functional theory data (wB97M-V/def2-TZVPD) for a cluster of 2 separate species, C8H10N2O3 in total at a distorted geometry.

Geometry as XYZ:
```
23
Properties=species:S:1:pos:R:3:mulliken_charge:R:1
C -3.137 0.553 -0.096 -0.372
C -2.294 0.843 -1.126 -0.697
C -2.837 -0.451 0.784 -0.442
C -1.063 0.159 -1.162 0.323
C -1.613 -1.139 0.792 -0.715
C -0.738 -0.796 -0.254 0.054
C 2.125 1.498 0.769 -0.594
C 2.679 1.485 -0.595 0.102
N 0.495 -1.320 -0.536 -0.475
N 1.114 -2.032 0.285 1.119
O 0.712 -2.654 1.263 -0.729
O 2.392 -2.221 0.024 -0.456
O 2.797 0.495 -1.275 -0.463
H -4.099 1.036 0.058 0.349
H -2.584 1.690 -1.716 0.353
H -3.567 -0.638 1.527 0.367
H -0.332 0.376 -1.970 0.354
H -1.297 -1.877 1.506 0.466
H 2.498 0.709 1.405 0.251
H 2.081 2.490 1.359 0.310
H 1.112 1.054 0.552 0.046
H 3.110 2.443 -0.796 0.368
H 2.448 -1.703 -0.799 0.480
```

Output
DFT total energy = -645.9087 a.u.
SMILES = [O-]/[N+](O)=N\c1ccccc1.CC=O
orbital gap = 9.16 eV

***

Density functional theory data (wB97M-V/def2-TZVPD) for a structure of composition C13H23Cl4CuMgO11S at a distorted geometry.

Geometry as XYZ:
```
54
Properties=species:S:1:pos:R:3:mulliken_charge:R:1
Mg 1.314 0.074 2.293 0.812
Cu 2.924 -2.480 0.407 0.607
S 0.038 -1.869 1.393 1.495
O -0.088 -0.418 1.298 -0.519
O 0.875 -1.761 2.573 -0.921
O -1.224 -2.587 1.468 -0.284
O 0.927 -2.287 0.331 -0.308
C 4.106 0.280 1.519 -0.568
O 3.000 -0.487 1.397 -0.127
H 3.737 0.939 2.305 0.128
H 4.968 -0.258 1.912 0.316
H 4.417 0.824 0.627 0.307
C -1.125 -0.316 -1.964 -0.935
C -0.698 0.895 -2.621 0.559
C 0.811 1.092 -2.468 0.280
O 1.248 1.287 -3.783 -0.369
C 0.274 0.979 -4.619 0.532
O 0.428 0.931 -5.860 -0.582
O -0.886 0.738 -3.980 -0.349
H -1.236 -0.228 -0.884 0.003
H -0.493 -1.164 -2.227 0.284
H -2.168 -0.494 -2.226 0.306
H -1.182 1.730 -2.116 0.231
H 1.255 0.168 -2.098 -0.060
H 1.082 1.914 -1.805 -0.048
C 2.076 5.917 -0.899 -1.324
C 1.807 5.296 0.512 0.347
C 0.368 5.309 0.986 -0.415
O 0.188 4.016 1.343 -0.305
C 1.143 3.211 1.000 0.661
O 1.102 2.006 1.234 -0.531
O 2.127 3.894 0.499 -0.308
H 1.729 6.951 -0.906 0.388
H 1.410 5.463 -1.632 0.334
H 3.121 5.755 -1.163 0.362
H 2.499 5.725 1.237 0.275
H -0.264 5.458 0.110 0.300
H 0.064 5.959 1.806 0.293
Cl 0.753 -6.489 2.182 -0.213
C -0.244 -5.661 0.960 0.277
C -1.732 -5.491 1.458 0.116
Cl -2.537 -7.031 1.509 -0.178
H -0.024 -6.248 0.069 0.403
H 0.162 -4.679 0.716 -0.429
H -2.281 -4.875 0.746 -0.214
H -1.823 -4.946 2.398 0.293
Cl -5.027 -3.738 1.502 -0.173
C -4.228 -2.181 1.384 -0.281
C -3.579 -2.032 -0.011 0.053
Cl -4.827 -1.592 -1.247 -0.200
H -3.440 -2.104 2.133 0.146
H -4.919 -1.351 1.534 0.443
H -3.016 -2.872 -0.417 0.243
H -2.914 -1.173 0.081 -0.149
```

Output
DFT total energy = -5416.0413 a.u.
orbital gap (spin up / spin down) = 6.28 / 3.58 eV
spin multiplicity = 2
net charge = +1